No. 1
67
Properties=species:S:1:pos:R:3 method="wB97M-V/def2-TZVPD" gap_ev=2.410 charge=+2
N -1.28026 1.03968 0.93275
C -0.03762 1.50675 0.52464
C 0.33346 2.88660 0.95321
C 1.67244 3.42330 0.58150
C 2.06268 4.82516 1.03874
C 2.55440 4.60186 2.60233
C 3.98887 5.22682 2.92394
O 3.63480 3.72590 2.77817
C 2.63641 2.63743 -0.19304
N 3.87881 3.03087 -0.55820
S 4.41970 1.71840 -1.41562
N 3.13090 0.70202 -1.31550
C 2.16354 1.28889 -0.60758
C 0.85756 0.76435 -0.23810
H -2.07996 1.47718 0.45731
H -1.27111 0.03026 0.79999
H -0.36782 3.51164 1.52746
H 1.20416 5.51165 1.10650
H 2.94133 5.22107 0.50785
H 1.78007 4.67302 3.39441
H 4.74547 5.21651 2.13167
H 4.18514 5.10237 3.99738
H 0.55297 -0.24439 -0.55574
O 0.26350 -0.63042 -3.22335
H 0.16401 -1.27652 -3.96056
H -0.10970 0.24616 -3.46089
H 1.20337 -0.55476 -2.93527
O 5.03349 5.95113 -1.53127
H 4.96792 5.05224 -1.20920
Be 3.98548 7.57187 -2.29235
C -4.17872 -1.82159 -1.93950
C -4.11657 -0.68650 -2.92394
O -4.41473 0.44591 -2.11918
C -3.98423 0.13817 -0.86604
O -3.82708 0.94020 0.00800
O -3.74472 -1.17781 -0.72760
F -5.05836 -0.79791 -3.87858
H -5.18671 -2.20487 -1.80325
H -3.52700 -2.64386 -2.20460
H -3.13622 -0.55017 -3.39581
F 2.37444 6.91232 -0.81639
C -7.18031 -4.19133 -3.93894
C -5.75113 -3.96748 -3.77570
N -4.62413 -3.79337 -3.64847
H -7.63351 -4.54760 -3.01373
H -7.69481 -3.27422 -4.22658
H -7.37845 -4.93571 -4.70974
Cl 0.40164 2.83387 3.57041
C 1.13024 -2.78884 3.77725
C 1.21172 -2.97330 2.30250
O 0.53400 -3.66124 1.62529
N 2.16956 -2.19270 1.44221
C 3.56486 -1.92718 1.89042
H 0.46181 -3.54235 4.18845
H 2.11240 -2.90803 4.24077
H 0.73643 -1.79384 4.00189
H 1.69571 -1.29568 1.27601
H 2.11089 -2.70839 0.55659
H 3.53241 -1.24400 2.73824
H 4.09673 -1.46602 1.05861
H 4.03853 -2.87162 2.15960
B -2.26068 -5.79593 0.58290
F -2.53983 -4.40903 0.81015
F -3.43169 -6.44799 0.17210
F -1.26741 -5.90028 -0.43204
F -1.77471 -6.37295 1.77633
Mg 5.32556 -0.61575 3.48122


No. 2
28
Properties=species:S:1:pos:R:3 method="wB97M-V/def2-TZVPD" relative_energy_kj_mol=731.03 gap_ev=9.996
C -2.57910 0.92968 1.43940
C -1.70271 -1.81268 -1.51045
C 0.18422 -1.96896 0.25499
C -1.30230 -1.71289 -0.11190
C 0.94390 0.00963 1.26859
C -1.65999 -0.52318 -0.87308
C 1.50721 2.20835 -0.12575
C 2.96156 0.21205 -0.14165
C 1.49649 0.66508 -0.09078
N 0.41704 -1.12834 1.38178
N -1.90806 0.70708 -0.90195
O -3.41442 0.07521 1.27283
O -2.20970 1.46800 -1.74788
O -1.75974 1.39407 0.48316
H -2.54616 1.63503 2.28068
H -1.13510 -2.23114 -2.35528
H -2.67916 -2.04214 -1.95317
H 0.25609 -2.99913 0.67698
H 0.82103 -1.91605 -0.59873
H -1.96257 -1.91813 0.77856
H 0.78170 0.67015 2.09122
H 0.57235 2.68162 -0.52282
H 2.40150 2.76885 -0.50872
H 1.53708 2.45986 1.00387
H 3.48717 0.52215 -1.14091
H 3.09905 -0.93286 -0.20934
H 3.49516 0.51514 0.72875
H 0.89746 0.26354 -0.86841


No. 3
49
Properties=species:S:1:pos:R:3 method="wB97M-V/def2-TZVPD" relative_energy_kj_mol=73.84 spin_multiplicity=2 gap_ev="9.265 / 6.482"
Au -4.97763 -9.96660 5.47653
C -1.48054 -11.70743 6.00866
C -2.80368 -12.34284 6.28449
C -2.90508 -13.60982 6.89384
C -4.24041 -13.88575 6.98378
C -4.93549 -15.06036 7.59089
N -4.90249 -12.81154 6.45244
N -4.00773 -11.87706 5.98265
B -6.40920 -12.81709 6.04952
N -6.52342 -12.48362 4.52377
N -6.00698 -11.29931 4.01960
C -6.27535 -11.27777 2.73301
C -5.81368 -10.17574 1.79417
C -6.98354 -12.44144 2.43155
C -7.13024 -13.16622 3.58137
C -7.72202 -14.54521 3.65794
N -7.17255 -11.76423 6.81894
N -6.79334 -10.43509 6.81998
C -7.64596 -9.81175 7.65653
C -7.44828 -8.37345 8.04168
C -8.59576 -10.73148 8.16503
C -8.23602 -11.94737 7.62350
C -8.71529 -13.35748 7.99303
H -1.31984 -10.81980 6.59026
H -1.36756 -11.36555 4.94775
H -0.63052 -12.34495 6.24612
H -2.09579 -14.22490 7.28967
H -4.19782 -15.76774 7.84210
H -5.72695 -15.52372 6.97032
H -5.30742 -14.76729 8.63651
H -6.94889 -13.84119 6.38462
H -4.93063 -10.33359 1.19756
H -5.68787 -9.18640 2.23620
H -6.54440 -10.07597 1.03011
H -7.42790 -12.78218 1.50493
H -8.25657 -14.81551 4.55256
H -6.93775 -15.27636 3.39501
H -8.41832 -14.54171 2.82732
H -7.51968 -7.67462 7.19618
H -6.54449 -8.13441 8.51837
H -8.23594 -8.08173 8.75545
H -9.42058 -10.68413 8.85208
H -9.63718 -13.30183 8.53683
H -7.99670 -13.95099 8.46900
H -8.96923 -13.88128 7.07549
Cl -3.64303 -8.33316 8.66939
Ge -3.95654 -8.14186 6.55294
Cl -5.12084 -6.30213 6.26054
Cl -1.98603 -7.55880 5.88791


No. 4
20
Properties=species:S:1:pos:R:3 method="wB97M-V/def2-TZVPD" relative_energy_kj_mol=662.33 gap_ev=3.890 charge=-1
C 0.57913 2.29558 -0.46989
N 0.95780 1.30943 0.56577
C 0.70352 -0.04483 0.21480
C -0.59219 -0.44588 -0.63364
S -0.64543 0.16375 -2.24565
C 0.71561 -1.05858 1.34686
O -0.03606 -3.54672 0.45924
H 1.11232 3.22162 -0.19930
H -0.47483 2.52349 -0.27727
H 0.77185 1.94142 -1.47849
H -0.52461 -4.38202 0.37363
H 1.41242 -0.47457 -0.51703
H -0.51221 -1.57926 -0.65918
H -1.55522 -0.23850 -0.15211
H 0.10015 -0.68387 2.17217
H 1.75339 -1.21384 1.66468
H 0.24555 -1.99899 0.98418
H -1.67402 0.91182 2.33047
H 0.21891 1.47216 1.34514
O -0.89394 1.45623 2.46587


| no. | M (g mol⁻¹) |
| --- | --- |
| 1 | 639.07 |
| 2 | 198.22 |
| 3 | 673.13 |
| 4 | 138.21 |